No. 1
13
Properties=species:S:1:pos:R:3:nbo_charge:R:1 method="wB97M-V/def2-TZVPD" gap_ev=6.25 energy_ev=-21134.6915 de_lowest_ev=0.000 smiles="C/C=C(/C#N)P(=O)([O-])[O-]" e_homo_ha=0.012 charge=-2 lumo_ev=6.569
C 1.742 -0.554 0.059 -0.703
C 0.885 0.698 -0.006 -0.148
C -0.569 0.743 -0.011 -0.481
C -1.155 2.030 0.032 0.321
N -1.753 3.021 0.124 -0.489
P -1.485 -0.972 -0.018 2.388
O -0.805 -1.532 -1.249 -1.246
O -1.128 -1.604 1.316 -1.240
O -2.954 -0.587 -0.183 -1.239
H 2.709 -0.446 0.647 0.168
H 1.275 -1.461 0.500 0.278
H 1.792 -0.960 -0.997 0.242
H 1.445 1.624 -0.215 0.148

=====

No. 2
19
Properties=species:S:1:pos:R:3:nbo_charge:R:1 method="wB97M-V/def2-TZVPD" gap_ev=11.90 energy_ev=-5410.1821 de_lowest_ev=1.868 smiles=CCC.CC e_homo_ha=-0.398 charge=0 lumo_ev=1.075
C 2.062 1.582 -0.646 -0.607
C 2.178 0.607 0.430 -0.423
C 1.430 -0.735 0.044 -0.602
H 1.697 1.223 -1.812 0.200
H 3.104 2.066 -0.898 0.206
H 1.639 2.457 -0.351 0.209
H 3.268 0.238 0.557 0.205
H 1.706 0.970 1.353 0.209
H 1.836 -1.083 -0.932 0.197
H 1.670 -1.552 0.772 0.206
H 0.394 -0.719 -0.221 0.201
C -2.386 -1.169 -0.279 -0.617
C -2.817 -0.221 0.806 -0.606
H -1.358 -1.559 -0.172 0.206
H -3.207 -1.888 -0.657 0.213
H -2.259 -0.405 -1.113 0.201
H -3.895 0.076 0.451 0.200
H -2.172 0.679 0.827 0.203
H -2.890 -0.569 1.839 0.201